Density functional theory data (the ωB97M-V functional and the def2-TZVPD basis) for a molecular structure, C12H22CoO7S at a distorted geometry.

Geometry as XYZ:
```
43
Properties=species:S:1:pos:R:3:mulliken_charge:R:1
Co -0.979 0.898 0.882 0.961
O -4.828 0.825 2.335 -0.423
C -3.590 0.617 2.004 0.616
O -2.927 1.412 1.358 -0.559
C -3.034 -0.738 2.517 -0.583
O -1.639 -0.725 2.415 -0.373
C -0.841 -0.363 3.567 -0.336
C 0.556 0.176 3.126 0.432
O 1.540 0.040 3.821 -0.617
O 0.530 0.808 1.967 -0.513
H -5.159 1.599 1.825 0.399
H -3.519 -1.501 1.971 0.448
H -3.261 -0.956 3.528 0.460
H -0.547 -1.280 4.180 0.276
H -1.337 0.432 4.164 0.473
C 2.389 -0.100 -4.186 -1.318
C 1.561 0.094 -2.892 0.028
C 0.918 -1.269 -2.535 -0.850
S -0.134 -1.333 -1.079 0.178
O -0.512 0.148 -0.811 -0.407
C 0.931 -1.837 0.264 -0.196
C 2.370 -1.328 0.266 -0.301
C 3.284 -2.103 1.219 -1.563
H 2.874 0.786 -4.555 0.395
H 1.734 -0.531 -5.016 0.317
H 3.233 -0.860 -4.051 0.300
H 0.830 0.946 -2.969 0.228
H 2.310 0.358 -2.177 0.181
H 1.762 -1.987 -2.282 0.384
H 0.339 -1.671 -3.373 0.578
H 0.987 -2.885 0.323 0.693
H 0.417 -1.409 1.150 -0.222
H 2.315 -0.257 0.440 0.369
H 2.811 -1.418 -0.714 0.337
H 2.919 -2.287 2.204 0.377
H 4.235 -1.549 1.291 0.358
H 3.459 -3.113 0.837 0.409
C -2.270 3.886 -2.179 -0.865
C -1.070 3.494 -1.296 0.259
O -1.114 2.932 -0.258 -0.311
H -2.392 4.848 -1.916 0.385
H -3.157 3.276 -2.080 0.284
H -1.995 3.929 -3.285 0.314
```

Output
Gap between HOMO and LUMO (alpha / beta), eV: 8.9 / 9.4
Multiplicity: 5
HOMO level (alpha / beta), eV: -11.5 / -12.7
Total charge: +1